Here is an isolated molecule of C4H5N2P at a distorted geometry from OMol25. Energies are from ωB97M-V/def2-TZVPD.

```
! wB97M-V def2-TZVPD RIJCOSX def2/J DEFGRID3
* xyz 0 1
H 1.092 -1.134 0.096
H 0.142 -1.473 -1.542
N -0.569 -0.191 -0.151
H -0.824 1.702 0.630
H -1.303 -0.108 -0.814
C 0.893 3.225 -0.641
H 0.593 0.836 1.352
C 0.876 1.792 -0.662
C 0.267 -1.131 -0.580
C -0.014 1.032 0.394
P 1.874 1.001 -1.771
N 0.535 4.314 -0.718
*
```

Values from the calculation:
E_LUMO (alpha / beta) in eV: -0.50 / -0.77
E_HOMO (alpha / beta) in eV: -7.87 / -7.47
Frontier orbital gap (alpha / beta) in eV: 7.4 / 6.7
Strongest force on any atom in Eh/bohr: 0.076



Here is an isolated molecule of C4H5NO from OMol25. Energies are from ωB97M-V/def2-TZVPD.

```
! wB97M-V def2-TZVPD RIJCOSX def2/J DEFGRID3
* xyz 0 1
H -1.756 1.002 0.498
N -1.402 0.202 -0.063
H 0.587 -1.631 -0.713
C 0.730 -0.099 1.010
C 0.836 -0.597 -0.452
H -1.501 -0.721 0.348
C -0.082 1.152 0.619
C -0.161 0.519 -0.755
H 1.837 -0.362 -0.827
H -0.268 1.021 -1.714
O 1.180 -0.486 2.051
*
```

Values from the calculation:
E_LUMO in eV: 0.49
E_HOMO in eV: -8.61
Frontier orbital gap in eV: 9.1
Strongest force on any atom in Eh/bohr: 0.013



Here is a structure of composition C42H36AsN3Y at a distorted geometry from OMol25. Energies are from ωB97M-V/def2-TZVPD.

```
! wB97M-V def2-TZVPD RIJCOSX def2/J DEFGRID3
* xyz 1 1
C 5.209 -0.596 -1.487
H -2.510 4.948 -0.836
C 2.963 1.789 -4.948
Y -0.079 0.044 0.004
C -1.158 1.189 2.623
H -1.442 -3.290 5.265
H -0.912 0.769 4.712
H 3.676 1.469 -5.696
H 5.098 -0.462 1.980
N -1.412 2.019 0.366
C -1.476 -3.025 4.216
C -1.844 -2.827 -0.696
N -1.443 -1.956 0.210
H -1.492 2.974 5.501
C 1.539 -3.584 -3.151
C 5.333 1.435 -0.018
H -1.036 2.325 -4.927
C 5.388 -0.862 1.008
C -1.169 1.507 3.972
C 1.048 1.316 -3.572
C 4.811 -0.006 -0.126
C -1.498 2.791 4.434
C -2.932 1.809 -5.807
C -1.452 2.272 1.710
N -0.957 -0.030 2.018
H 4.782 -0.008 -2.301
C 1.957 0.923 -4.546
H 1.889 -0.060 -4.991
As -0.360 0.152 -2.892
C -1.825 3.551 2.192
C -2.205 4.228 -0.090
C 1.033 -2.374 -2.698
H 1.281 -2.041 -1.695
C -1.141 -1.715 3.842
H -4.803 1.043 -6.516
H 1.667 -4.945 -4.802
C 0.498 -3.214 -5.288
H -2.108 4.783 3.942
H -1.765 2.686 -1.537
C -3.970 0.890 -5.843
C -2.874 -0.419 -4.158
C -1.835 3.801 3.579
C 3.064 3.054 -4.386
C -1.853 -3.960 3.295
C 2.130 0.038 0.063
H -2.608 -5.496 1.215
C -1.856 1.617 -4.951
C -2.298 -4.111 -0.385
H 3.851 3.725 -4.700
C 3.347 0.013 -0.024
C -1.483 -2.301 1.534
H -0.621 -1.392 -5.484
C -1.871 -3.606 1.931
H 0.294 -3.532 -6.302
H 6.422 1.439 -0.088
C -2.201 4.527 1.245
H 4.856 -1.623 -1.584
H 4.928 2.049 -0.823
C -2.289 -4.502 0.926
H 5.043 1.882 0.933
H 2.146 -4.196 -2.497
H -4.755 -0.941 -5.040
C -1.788 2.955 -0.486
C -1.821 0.493 -4.136
C -1.162 -1.294 2.522
H 2.233 4.441 -2.976
H 5.026 -1.889 0.939
H 6.478 -0.873 0.946
C -3.944 -0.226 -5.016
H -2.131 -4.964 3.588
C 0.255 -1.579 -3.535
H -2.625 -4.770 -1.176
H 6.296 -0.592 -1.585
H -2.960 2.679 -6.450
H -2.844 -1.286 -3.510
H -0.852 -1.037 4.627
C -0.011 -2.007 -4.835
C 2.158 3.454 -3.414
C 1.162 2.583 -3.002
H -2.498 5.507 1.598
H -1.787 -2.508 -1.730
C 1.271 -4.002 -4.446
H 0.471 2.888 -2.223
*
```

Values from the calculation:
E_LUMO in eV: -2.73
E_HOMO in eV: -9.71
Frontier orbital gap in eV: 7.0
Strongest force on any atom in Eh/bohr: 0.028



Here is the ion C6H10N with charge +1 at a distorted geometry from OMol25. Energies are from ωB97M-V/def2-TZVPD.

```
! wB97M-V def2-TZVPD RIJCOSX def2/J DEFGRID3
* xyz 1 1
H -2.241 0.423 -1.284
H -1.672 -1.707 -0.228
H 2.735 -0.541 -1.175
C 2.604 -0.251 -0.182
C 1.980 1.048 0.116
H -0.280 -1.923 0.944
H -0.707 1.937 1.058
H 0.106 -2.093 -0.579
C -1.235 1.044 0.727
C -0.402 0.043 -0.024
H -1.825 0.664 1.524
H 2.716 -1.068 0.590
C -0.614 -1.484 0.050
N 0.911 0.351 0.056
H -0.918 1.745 -1.545
C -1.325 0.961 -0.791
H 2.186 2.006 0.618
*
```

Values from the calculation:
E_LUMO in eV: -4.84
E_HOMO in eV: -14.56
Frontier orbital gap in eV: 9.7
Strongest force on any atom in Eh/bohr: 0.138